Here is a cluster of 2 separate species, C11H25BINOP in total in a non-equilibrium geometry from the Open Molecules 2025 dataset. Energies are from ωB97M-V/def2-TZVPD.

Structure (XYZ):
```
41
Properties=species:S:1:pos:R:3:mulliken_charge:R:1
C 2.23 -1.83 4.23 -0.813
P 2.16 -3.33 3.06 0.114
C 3.84 -4.14 2.82 -0.959
B 1.57 -2.65 1.35 0.255
I 2.91 -2.66 -0.39 -0.089
H 1.23 -1.83 4.81 0.266
H 3.08 -1.85 4.98 0.322
H 2.24 -0.82 3.68 0.215
H 4.31 -4.56 3.78 0.325
H 3.69 -5.05 2.13 0.288
H 4.61 -3.47 2.27 0.275
H 0.45 -2.23 1.34 -0.127
C 0.18 0.10 -2.52 -1.706
C -1.03 -0.07 -1.56 1.736
C -2.35 0.42 -2.23 -1.354
C -2.54 1.93 -2.24 -0.501
C -2.31 2.53 -0.86 -1.114
C -0.93 2.13 -0.28 1.219
N -0.73 0.65 -0.29 0.836
O -1.48 0.14 0.65 -0.298
C 0.18 2.84 -1.10 -1.655
C -0.77 2.74 1.13 -1.703
C -1.17 -1.61 -1.38 -1.665
H 1.07 0.44 -1.99 0.324
H 0.48 -0.85 -2.98 0.462
H -0.02 0.80 -3.33 0.368
H -3.21 -0.02 -1.71 0.436
H -2.40 0.05 -3.26 0.378
H -1.88 2.39 -2.98 0.306
H -3.56 2.16 -2.56 0.422
H -2.39 3.62 -0.92 0.417
H -3.11 2.20 -0.18 0.380
H 1.18 2.57 -0.74 0.409
H 0.09 3.93 -1.01 0.439
H 0.14 2.63 -2.17 0.342
H -1.55 2.42 1.82 0.401
H -0.82 3.83 1.10 0.428
H 0.20 2.47 1.57 0.438
H -0.29 -2.03 -0.87 0.280
H -1.26 -2.10 -2.35 0.516
H -2.06 -1.89 -0.82 0.390
```

Summary:
HOMO-LUMO gap, Eh: 0.1078
Calculated total energy, eV: -33405.18028
Maximum force, eV/Å: 9.74
Charge: +1

=====

Here is a cluster of 2 separate species, C7H9FN2 in total in a non-equilibrium geometry from the Open Molecules 2025 dataset. Energies are from ωB97M-V/def2-TZVPD.

Structure (XYZ):
```
19
Properties=species:S:1:pos:R:3:mulliken_charge:R:1
C 1.36 -1.07 1.44 -0.397
C 1.78 -0.57 0.24 -0.150
C -0.04 -1.19 1.75 -0.392
C 0.83 -0.36 -0.75 -1.262
C -1.01 -1.08 0.78 -0.727
C -0.57 -0.69 -0.55 0.883
C -1.34 -0.32 -1.62 -0.916
N 0.15 1.95 -0.44 -0.119
N -1.04 2.10 -0.88 -0.227
F -1.90 2.22 0.21 -0.180
H 2.14 -1.13 2.34 0.214
H 2.81 -0.38 0.07 0.433
H -0.39 -1.41 2.75 0.376
H 1.29 -0.01 -1.59 0.724
H -1.99 -1.10 0.94 0.577
H -0.97 0.11 -2.56 0.262
H -2.45 -0.56 -1.69 0.275
H 0.32 1.42 0.41 0.307
H 1.03 2.06 -0.87 0.322
```

Summary:
HOMO-LUMO gap (spin up / spin down), Eh: 0.2850 / 0.2730
Calculated total energy, eV: -13096.41148
Maximum force, eV/Å: 5.62
Relative energy (zero: lowest compared OMol25 entry of this formula, charge and spin), kJ/mol: 529.5